(1)
A single C5H8 molecule, computed with wB97M-V/def2-TZVPD.

Values from the calculation:
multiplicity = 1
lowest unoccupied orbital energy = 0.925 eV
E_HOMO = -9.16 eV
Kohn-Sham gap = 10.1 eV
structure (SMILES) = CC#CCC
charge = 0

Element x y z (Å)
C: 1.1452 -1.0804 0.0471
C: -0.2295 -1.6062 -0.2420
C: -0.1802 0.9626 0.0999
C: 0.8666 0.3471 0.1192
C: -1.0618 2.0594 -0.1971
H: 1.4709 -1.4491 1.0142
H: -0.4888 -1.4500 -1.3062
H: 1.8650 -1.3478 -0.7188
H: -2.1088 1.8757 0.0338
H: -0.9614 2.3119 -1.2531
H: -0.3728 -2.6567 -0.0640
H: -0.7176 2.9067 0.3903
H: -0.7765 -1.0769 0.6505


(2)
A 8-piece molecular cluster, C18H27F5O18 overall, computed with wB97M-V/def2-TZVPD.

Values from the calculation:
multiplicity = 1
lowest unoccupied orbital energy = 0.133 eV
E_HOMO = -10.52 eV
Kohn-Sham gap = 10.7 eV
structure (SMILES) = O=C1OC[C@@H](F)O1.O=C1OC[C@@H](F)O1.O=C1OC[C@@H](F)O1.O=C1OC[C@@H](F)O1.O=C1OC[C@@H](F)O1.CO.CO.CO
charge = 0

Element x y z (Å)
F: 1.3890 15.1610 29.4248
F: 8.4189 15.3277 33.7536
F: 7.2200 12.2764 31.5208
F: 6.2549 12.5234 34.6193
F: 9.2670 13.1790 27.7737
O: 8.3291 10.8973 33.0215
O: 3.4340 8.6018 29.7516
O: 5.5841 12.9924 29.0006
O: 7.7009 8.8037 30.4665
O: 2.6978 15.1554 26.7619
O: 4.6421 13.3152 33.3144
O: 7.3185 15.8478 32.0125
O: 1.0479 15.0672 25.2974
O: 9.0406 14.7654 29.3684
O: 10.1684 9.6888 33.8048
O: 9.0254 16.4944 28.0332
O: 9.6010 16.7404 30.2238
O: 3.8495 11.3425 32.8570
O: 3.2012 13.0821 31.6160
O: 0.8462 14.4325 27.4256
O: 5.6372 15.7846 30.6384
O: 10.4131 11.3261 32.2104
O: 5.4767 16.6443 32.8346
C: 4.6982 11.0186 34.0065
C: 6.0753 16.1068 31.7488
C: 8.2351 12.1576 32.3612
C: 9.5407 12.2765 31.5155
C: 3.0644 14.6054 27.9786
C: 8.7608 15.4672 27.1859
C: 6.4127 16.7120 33.9197
C: 7.7732 16.3737 33.1690
C: 6.9915 7.8382 31.1771
C: 1.6927 14.2189 28.5393
C: 8.4841 14.3005 28.1240
C: 1.4813 14.9340 26.4204
C: 5.2355 11.6615 29.0572
C: 9.5801 10.5683 33.0494
C: 9.2257 16.0900 29.2864
C: 2.5510 9.7274 29.9614
C: 5.0005 12.4542 34.4185
C: 3.8917 12.5916 32.4993
H: 7.9670 15.5097 26.4401
H: 7.5888 7.3169 31.9251
H: 1.8013 9.5152 30.7237
H: 3.4292 15.4351 28.5840
H: 4.1265 10.5863 34.8278
H: 9.4401 11.9039 30.4961
H: 5.8414 10.9508 28.4951
H: 9.9506 13.2862 31.4909
H: 3.7532 13.7683 27.8650
H: 6.2705 8.2284 31.8954
H: 2.8409 7.8704 29.5647
H: 3.1534 10.5657 30.3115
H: 6.2598 16.0977 34.8070
H: 1.6893 13.2129 28.9590
H: 6.5071 17.6603 34.4489
H: 6.5470 7.0501 30.5692
H: 8.1600 12.9064 33.1497
H: 2.1026 10.0469 29.0206
H: 4.1797 11.5440 28.8131
H: 7.1987 8.8644 29.6506
H: 5.5525 10.4210 33.6884
H: 8.4929 17.1605 32.9431
H: 7.4283 14.0342 28.0756
H: 4.5002 12.8711 35.2926
H: 9.7087 15.3897 26.6533
H: 5.2828 11.3629 30.1044
H: 5.6035 13.1878 29.9403


(3)
C44H59Cl4N5OPrSi as an isolated structure, computed with wB97M-V/def2-TZVPD.

Values from the calculation:
multiplicity = 3
lowest unoccupied orbital energy (alpha / beta) = -1.864 / -1.864 eV
E_HOMO (alpha / beta) = -9.23 / -9.23 eV
Kohn-Sham gap (alpha / beta) = 7.4 / 7.4 eV
charge = +1

Element x y z (Å)
Pr: 0.1410 -0.5659 0.7423
Cl: -3.5428 2.5476 -3.6843
Cl: 1.1040 -3.7676 0.2810
Cl: -1.8082 1.7112 -1.5249
Cl: -1.5078 -3.0326 -0.9640
Si: -0.2333 -2.9564 3.5057
O: 2.7966 -0.8709 1.1585
N: 0.6942 -1.6963 2.6689
N: 1.2963 1.3933 -1.1908
N: -4.7236 0.6281 -1.1591
N: 1.3170 -1.5230 -1.8654
N: 0.7426 -0.8229 -3.9875
C: -0.9132 2.3985 3.4863
C: 0.8945 4.9973 -0.3604
C: -1.5579 -3.7339 2.4562
C: -4.8447 -1.2668 2.7751
C: -4.0288 -0.7191 -0.7934
C: 0.1082 3.0277 0.9540
C: -6.1320 0.4069 -1.5526
C: 5.4146 0.0059 -1.2210
C: -0.0554 1.5458 2.8140
C: 4.5503 -0.7397 -0.4310
C: -4.7149 1.6431 -0.0520
C: -0.7069 -0.8261 -3.7380
C: 4.2228 -0.6429 3.0990
C: 3.8216 1.2876 0.6942
C: 1.8974 -1.3340 3.3261
C: -1.3600 3.5284 2.8377
C: 2.9944 -0.9175 2.5441
C: -2.5231 -0.4912 1.2095
C: 0.7588 3.6129 -0.2672
C: -0.0270 -4.1029 -1.0108
C: -3.6989 -0.8071 3.3987
C: 4.3655 -0.6983 4.4744
C: 2.0378 4.8027 -2.4554
C: 0.8907 -4.3607 3.9689
C: -1.0475 -2.3159 5.0989
C: -2.5837 -0.4680 2.6287
C: -4.8713 -1.3066 1.4030
C: 1.3233 2.8322 -1.2827
C: 2.0738 -1.3049 4.7242
C: 4.6900 2.0158 -0.1170
C: -1.3890 -2.0720 -4.3431
C: 5.4775 1.3713 -1.0570
C: -1.9690 2.8434 -2.8162
C: 1.3186 1.0418 -5.5149
C: 3.0751 -1.4218 -3.5731
C: 3.7480 -0.0886 0.4732
C: -3.7724 -0.8682 0.6596
C: 1.5097 5.5944 -1.4388
C: 3.2955 -0.9799 5.2933
C: 0.4349 1.7581 1.5056
C: 1.9322 3.4291 -2.3753
C: -0.8296 3.8415 1.5857
C: 1.6541 -1.2652 -3.0848
C: 1.1110 -0.4573 -5.3449
H: -1.2505 -1.2568 5.0798
H: -1.1415 -4.3918 1.6832
H: -1.9536 3.8660 -2.4324
H: -1.1428 0.0813 -4.1528
H: 3.7229 -1.7014 -2.7429
H: -6.5800 1.3670 -1.8496
H: 0.4953 1.5693 -5.0580
H: 0.5520 5.6423 0.4402
H: 2.3582 2.8002 -3.1462
H: 2.2289 1.3487 -5.0227
H: 1.6506 -4.0622 4.6840
H: 3.4129 -0.9643 6.3699
H: 0.4644 -3.9263 -1.9590
H: 1.4087 -4.7626 3.1027
H: -1.6869 -0.1967 3.1712
H: -2.2296 -3.0335 1.9582
H: 4.7561 3.0883 0.0366
H: 6.1549 1.9571 -1.6744
H: -6.1869 -0.2898 -2.3891
H: 3.1510 -2.2279 -4.2902
H: -1.9841 -2.8541 5.2468
H: -0.4237 -2.5319 5.9586
H: 1.6098 6.6782 -1.4498
H: -1.2783 2.1525 4.4792
H: -5.6938 -1.5901 3.3606
H: -4.1915 1.0049 -1.9516
H: -1.1531 2.6773 -3.5073
H: -2.1056 4.1696 3.3069
H: 2.5323 5.2867 -3.2926
H: -1.1242 -2.1859 -5.3935
H: -3.1155 -0.7154 -1.3938
H: 1.8850 1.1749 -0.3756
H: -6.6646 -0.0093 -0.7043
H: 1.7766 1.0430 -2.0089
H: -5.3840 1.3094 0.7496
H: 0.2911 -0.7696 -6.0011
H: -0.3717 -5.1181 -0.8866
H: -1.0434 -2.9639 -3.8261
H: 1.9895 -1.0051 -5.6585
H: 3.4446 -0.5117 -4.0090
H: 1.2038 -1.5421 5.3515
H: 0.2834 0.6397 3.3366
H: -5.7680 -1.6365 0.8912
H: 6.0539 -0.4905 -1.9431
H: 1.3268 1.3128 -6.5705
H: -4.6968 -1.4727 -1.1779
H: 3.2279 1.7761 1.4582
H: -0.8552 -0.8144 -2.6583
H: -2.1639 -4.3604 3.1044
H: -3.6211 -0.7423 4.4815
H: -5.0359 2.5970 -0.4637
H: 2.1348 -1.9011 -1.3902
H: 0.3191 -5.1621 4.4127
H: 5.0533 -0.3965 2.4624
H: -3.7132 1.7601 0.3785
H: 4.5054 -1.8121 -0.4911
H: -1.1731 4.7738 1.1409
H: 5.3365 -0.4962 4.9066
H: -2.4482 -2.0214 -4.2421


(4)
C29H26AuFIN3O11S2 as an isolated structure, computed with wB97M-V/def2-TZVPD.

Values from the calculation:
multiplicity = 3
lowest unoccupied orbital energy (alpha / beta) = -1.887 / -1.887 eV
E_HOMO (alpha / beta) = -6.45 / -8.25 eV
Kohn-Sham gap (alpha / beta) = 4.6 / 6.4 eV
charge = 0

Element x y z (Å)
Au: 1.7325 -0.9935 -2.9758
I: -2.6881 5.1583 -0.4134
S: -1.2121 -1.8472 -1.8242
S: 0.1023 -2.5150 -5.4010
F: -0.9235 2.7309 1.5457
O: -0.5626 -2.8840 -1.0619
O: -2.3824 -1.2494 -1.2174
O: -0.2244 -3.8809 -5.7117
O: -0.2665 -0.7386 -2.2202
O: 3.8350 -1.1967 -2.9203
O: 0.4196 -1.6525 -6.5016
O: 2.0930 0.7580 -1.7653
O: 1.0913 -2.5325 -4.2699
O: 5.6048 -1.4390 -1.5798
O: -1.7256 -0.4190 -4.5219
O: 0.3304 0.5282 -4.7326
N: 3.4815 -0.5630 1.8144
N: -1.3170 0.8603 6.1603
N: -0.2915 1.5666 4.0231
C: -2.3544 1.4977 5.2844
C: -2.5570 1.5636 -2.8316
C: -0.9112 3.7766 -2.4360
C: 3.6655 -0.5583 -0.5894
C: -2.9503 2.5662 -1.9560
C: 3.1590 -2.4178 3.4314
C: -3.3140 -3.3671 -5.5634
C: 1.9455 0.7758 0.5547
C: 2.5762 0.3564 -0.6906
C: 2.3706 0.2645 1.7883
C: 0.8226 1.5980 0.4776
C: -1.7377 1.6756 3.8821
C: 0.1403 1.9056 1.6161
C: 4.0740 -0.9335 0.6486
C: -0.1758 1.8063 6.4168
C: 1.6176 0.5566 2.9329
C: -0.5278 2.7670 -3.3045
C: -1.5416 -1.8538 -4.6734
C: -2.5542 -2.2615 -5.7049
C: 0.2090 2.4422 5.0654
C: -1.7670 -2.5515 -3.3575
C: -1.3429 1.6600 -3.4998
C: 4.4473 -1.1127 -1.7932
C: -2.1180 3.6568 -1.7616
C: -2.4977 -3.6948 -3.2855
C: -3.2373 -4.1574 -4.3888
C: -0.7937 0.5327 -4.3181
C: 3.9510 -1.1712 3.0584
C: 0.4947 1.3617 2.8526
H: -0.5092 2.5372 7.1503
H: 3.9200 -0.4204 3.8486
H: 2.0973 -2.1969 3.5484
H: 4.9354 -1.5855 0.7288
H: -2.0709 2.6338 3.4771
H: 0.6364 1.2182 6.8395
H: 3.5348 -2.8389 4.3645
H: 4.9992 -1.4252 2.9124
H: -3.2382 0.8651 5.2683
H: 0.4234 2.8091 -3.8194
H: 1.2896 2.5267 4.9909
H: -1.7187 0.5295 7.0353
H: -2.0788 0.8936 3.2052
H: -2.6113 2.4487 5.7468
H: 0.4957 1.9568 -0.4919
H: 1.8579 0.1097 3.8881
H: -3.1725 0.6853 -2.9574
H: -0.9364 0.0640 5.6427
H: -3.9919 -3.6525 -6.3572
H: 3.2561 -3.1726 2.6514
H: -3.8066 -5.0727 -4.3074
H: -0.2761 4.6380 -2.2794
H: -0.2097 3.4533 4.9863
H: -3.8864 2.4824 -1.4218
H: -2.5750 -1.6491 -6.5960
H: -2.5533 -4.2124 -2.3357


(5)
A 2-piece molecular cluster, C4H10NO overall, computed with wB97M-V/def2-TZVPD.

Values from the calculation:
multiplicity = 1
lowest unoccupied orbital energy = 4.565 eV
E_HOMO = -2.66 eV
Kohn-Sham gap = 7.2 eV
charge = -1

Element x y z (Å)
O: 0.6628 -0.9264 -0.3913
N: -1.2791 0.6763 0.8971
C: -0.0459 1.4453 0.7362
C: 0.6072 -2.2403 -0.8335
C: -1.0017 -0.5889 0.9997
C: 0.0869 2.1474 -0.5570
H: -0.0265 -2.9068 -0.1859
H: -0.2425 1.4468 -1.3363
H: 0.1779 -2.3304 -1.8642
H: -0.6542 2.9395 -0.5508
H: 0.7387 0.6927 0.8501
H: -0.1322 -0.9344 1.6074
H: -1.6805 -1.3896 0.6972
H: 0.0943 2.1681 1.5468
H: 1.5899 -2.7288 -0.9275
H: 1.1048 2.5294 -0.6879


(6)
A 2-piece molecular cluster, C4H10NOS overall, computed with wB97M-V/def2-TZVPD.

Values from the calculation:
multiplicity = 1
lowest unoccupied orbital energy = -4.400 eV
E_HOMO = -12.78 eV
Kohn-Sham gap = 8.4 eV
charge = +1

Element x y z (Å)
S: -1.9641 -1.8541 -0.4885
O: -1.9988 0.4926 -0.2449
N: 1.3203 -1.1968 1.2457
C: 1.7670 -0.3282 0.4380
C: -1.2307 -0.4562 0.2318
C: -1.6681 1.9002 -0.1607
C: 1.2365 0.0528 -0.8710
H: 0.2303 -0.3902 -0.9173
H: 1.3440 1.0990 -1.2150
H: 0.5507 -1.8113 1.0650
H: 1.8299 -0.5388 -1.5048
H: -0.9092 -2.7237 -0.1458
H: -0.7161 2.0509 -0.5211
H: 1.8045 -1.2691 2.1319
H: -1.7338 2.3159 0.8646
H: -2.4889 2.4677 -0.7976
H: 2.6265 0.1892 0.8899


- multiplicity of number 3 (C44H59Cl4N5OPrSi)?
  3


- Look up the multiplicity of the second one.
  1